1.
{
  "formula": "C5H8N2",
  "method": "the ωB97M-V functional and the def2-TZVPD basis",
  "homo_lumo_gap_ha": 0.321,
  "e_above_lowest_kcal_mol": 102.9,
  "lumo_energy_ev": 0.889,
  "e_homo_ev": -7.9,
  "spin_multiplicity": 1,
  "total_energy_ev": -8290.536,
  "species": ["C", "C", "C", "N", "C", "N", "C", "H", "H", "H", "H", "H", "H", "H", "H"],
  "xyz": [[2.13354, 0.31175, 1.09640], [0.89090, 0.02782, -0.09029], [1.99274, 0.44984, -0.67707], [-1.19706, -0.09352, -1.92813], [-1.44781, -0.19323, -0.67535], [-2.71285, -0.33475, -0.10420], [-0.35560, -0.22823, 0.30785], [1.92231, 1.26221, 1.58182], [1.82441, -0.54314, 1.71282], [3.20822, 0.19205, 0.94593], [2.66835, -0.26246, -1.14747], [-2.06358, -0.04467, -2.46579], [-2.82062, 0.05802, 0.82077], [-3.48281, -0.10036, -0.71554], [-0.56016, -0.50135, 1.33825]]
}

***

2.
{
  "formula": "C64H181AsF6N31O26",
  "method": "the ωB97M-V functional and the def2-TZVPD basis",
  "homo_lumo_gap_ha": 0.252,
  "lumo_energy_ev": 1.218,
  "e_homo_ev": -5.6,
  "spin_multiplicity": 1,
  "total_energy_ev": -245875.329,
  "charge": -1,
  "species": ["As", "F", "F", "F", "F", "F", "F", "C", "C", "C", "O", "C", "N", "H", "H", "H", "H", "H", "H", "H", "H", "H", "H", "H", "C", "C", "C", "O", "C", "N", "H", "H", "H", "H", "H", "H", "H", "H", "H", "H", "H", "C", "C", "C", "O", "C", "N", "H", "H", "H", "H", "H", "H", "H", "H", "H", "H", "H", "C", "C", "C", "O", "C", "N", "H", "H", "H", "H", "H", "H", "H", "H", "H", "H", "H", "C", "C", "C", "O", "C", "N", "H", "H", "H", "H", "H", "H", "H", "H", "H", "H", "H", "C", "C", "C", "O", "C", "N", "H", "H", "H", "H", "H", "H", "H", "H", "H", "H", "H", "C", "O", "C", "C", "N", "C", "C", "O", "C", "H", "H", "H", "H", "H", "H", "H", "H", "H", "H", "H", "H", "H", "H", "H", "C", "O", "C", "C", "N", "C", "C", "O", "C", "H", "H", "H", "H", "H", "H", "H", "H", "H", "H", "H", "H", "H", "H", "H", "C", "O", "C", "C", "N", "C", "C", "O", "C", "H", "H", "H", "H", "H", "H", "H", "H", "H", "H", "H", "H", "H", "H", "H", "C", "O", "C", "C", "N", "C", "C", "O", "C", "H", "H", "H", "H", "H", "H", "H", "H", "H", "H", "H", "H", "H", "H", "H", "C", "O", "C", "C", "N", "C", "C", "O", "C", "H", "H", "H", "H", "H", "H", "H", "H", "H", "H", "H", "H", "H", "H", "H", "C", "O", "N", "N", "H", "H", "H", "H", "C", "O", "N", "N", "H", "H", "H", "H", "C", "O", "N", "N", "H", "H", "H", "H", "C", "O", "N", "N", "H", "H", "H", "H", "C", "O", "N", "N", "H", "H", "H", "H", "C", "O", "N", "N", "H", "H", "H", "H", "C", "O", "N", "N", "H", "H", "H", "H", "C", "O", "N", "N", "H", "H", "H", "H", "C", "O", "N", "N", "H", "H", "H", "H", "C", "O", "N", "N", "H", "H", "H", "H"],
  "xyz": [[-0.39962, -0.04814, -0.70946], [-0.35561, 0.44589, 1.04139], [-1.65224, -1.26113, -0.32784], [-0.42895, -0.64069, -2.43743], [0.86513, 1.18942, -0.90426], [0.83638, -1.37034, -0.36931], [-1.61746, 1.22140, -1.07426], [-6.91528, 4.93822, 0.29960], [-5.72883, 4.93546, -0.69831], [-4.97410, 6.26983, -0.58501], [-5.77046, 7.36067, -1.18283], [-5.80313, 7.35461, -2.57572], [-4.94398, 3.73494, -0.50445], [-7.56687, 4.06918, 0.20842], [-7.39564, 5.85580, -0.04012], [-6.52586, 5.10910, 1.30322], [-6.13614, 4.76080, -1.69414], [-3.96952, 6.25206, -1.00761], [-4.83390, 6.57290, 0.45257], [-4.80229, 7.28897, -3.00249], [-6.17842, 8.25512, -3.06186], [-6.41158, 6.54462, -2.97795], [-5.52528, 2.94240, -0.27189], [-4.48102, 3.43860, -1.35178], [7.69938, -4.36064, 3.84026], [8.00134, -3.79562, 2.41260], [6.79154, -4.07938, 1.50776], [6.96532, -3.35909, 0.28687], [5.93581, -3.62126, -0.61410], [8.20993, -2.40083, 2.73540], [6.73510, -3.97277, 4.16863], [8.47271, -4.12146, 4.57023], [7.72244, -5.44397, 3.72207], [8.90917, -4.20903, 1.97322], [5.87161, -3.75619, 1.99500], [6.64628, -5.14337, 1.32091], [6.20044, -3.13233, -1.55166], [5.05200, -3.07652, -0.28210], [5.75170, -4.65924, -0.89123], [8.06519, -1.95424, 1.84113], [7.42729, -2.07061, 3.28177], [-0.92931, -2.97301, 3.19079], [-1.77841, -1.73687, 3.27115], [-3.13979, -1.86691, 2.54797], [-4.08346, -0.80386, 2.64205], [-3.74731, 0.36692, 1.96544], [-2.05526, -1.57124, 4.66253], [-1.46002, -3.86886, 3.51308], [-0.03208, -2.97755, 3.80971], [-0.45598, -3.11935, 2.21989], [-1.23152, -0.88857, 2.85956], [-3.66017, -2.64951, 3.10010], [-3.04006, -2.13044, 1.49502], [-4.46390, 1.17565, 2.10877], [-3.63928, 0.15861, 0.90100], [-2.80363, 0.71171, 2.38818], [-2.80724, -0.92703, 4.86155], [-1.22084, -1.20413, 5.09737], [5.49548, 4.73931, -2.27074], [5.30171, 3.92097, -3.50261], [6.55657, 3.19549, -3.94201], [6.31316, 2.35589, -5.06701], [7.39919, 1.51866, -5.38414], [4.23172, 2.98581, -3.15039], [5.75580, 4.16653, -1.38065], [4.61672, 5.28890, -1.93334], [6.28899, 5.46667, -2.44218], [4.98869, 4.55558, -4.33170], [6.93521, 2.59482, -3.11501], [7.29673, 3.91848, -4.28482], [8.37391, 1.98507, -5.24106], [7.29795, 1.16895, -6.41154], [7.50953, 0.66965, -4.70952], [3.81256, 2.70817, -4.02637], [3.48647, 3.51518, -2.72089], [-6.89950, -0.14681, 0.43315], [-7.43659, -0.83943, 1.67422], [-7.14684, -2.31269, 1.77534], [-7.75027, -3.07359, 2.88298], [-9.18805, -3.35879, 2.82976], [-6.85119, -0.27548, 2.88118], [-7.24249, -0.65561, -0.46774], [-5.82807, 0.02890, 0.33708], [-7.52524, 0.74555, 0.41793], [-8.52202, -0.73962, 1.67340], [-6.07706, -2.49448, 1.67228], [-7.60825, -2.69448, 0.86461], [-9.47237, -4.10991, 3.56671], [-9.37400, -3.95851, 1.93876], [-9.76945, -2.44317, 2.93785], [-5.85478, -0.43520, 2.92331], [-7.24244, -0.74662, 3.68432], [-4.27277, 3.68750, -4.11276], [-3.07003, 3.03434, -3.42501], [-2.25523, 3.93325, -2.47008], [-1.73598, 5.12750, -3.16331], [-0.83300, 4.95344, -4.32769], [-3.69423, 2.03648, -2.58356], [-5.12393, 3.88151, -3.46009], [-4.67440, 3.14253, -4.96704], [-3.98425, 4.63976, -4.55780], [-2.39198, 2.71359, -4.21588], [-1.46099, 3.26068, -2.14615], [-2.78290, 4.26319, -1.57520], [-1.19376, 5.57596, -5.14648], [-0.74619, 3.92507, -4.67842], [0.12167, 5.36161, -3.99586], [-3.95279, 1.30565, -3.23097], [-3.11287, 1.75711, -1.80634], [-6.12581, -5.55152, 5.52991], [-5.49465, -6.22877, 4.42634], [-4.73318, -5.28475, 3.65356], [-4.42936, -5.87757, 2.30271], [-3.47741, -6.92655, 2.50673], [-3.26346, -7.54474, 1.20445], [-2.23685, -8.71694, 1.35766], [-2.93486, -9.86675, 1.75442], [-2.03725, -10.94442, 1.67504], [-6.75595, -6.32141, 5.97520], [-6.72360, -4.68127, 5.25893], [-5.49911, -5.23691, 6.36440], [-3.79742, -5.00770, 4.13906], [-5.33219, -4.37439, 3.63101], [-3.88549, -5.02446, 1.89712], [-5.33261, -6.19958, 1.78450], [-3.95376, -7.64148, 3.03784], [-2.75684, -6.89792, 0.48817], [-4.14817, -7.94413, 0.70858], [-1.54882, -8.40989, 2.14533], [-1.66868, -8.76525, 0.42870], [-1.78761, -11.16321, 0.63681], [-2.44164, -11.83477, 2.15656], [-1.04687, -10.86169, 2.12267], [7.09122, 1.80937, 10.34024], [6.47095, 2.54527, 9.38362], [5.18698, 2.10697, 8.99041], [4.56633, 2.97515, 7.85592], [3.38582, 2.42052, 7.19300], [3.70954, 1.42391, 6.16344], [2.47834, 0.57239, 5.63034], [1.80134, 1.32023, 4.60219], [1.40356, 0.55703, 3.43291], [8.04022, 2.26317, 10.62588], [7.37585, 0.79686, 10.05402], [6.48292, 1.74779, 11.24261], [4.44667, 1.91328, 9.76664], [5.40340, 1.14663, 8.52243], [5.37617, 3.23053, 7.17251], [4.26061, 3.86126, 8.41221], [2.84442, 3.18849, 6.82257], [4.37663, 0.65281, 6.54876], [4.23722, 1.87091, 5.32091], [1.82766, 0.25784, 6.44629], [2.93034, -0.34249, 5.24720], [2.28391, 0.06849, 3.01530], [1.16517, 1.26256, 2.63700], [0.50405, -0.05619, 3.48705], [4.31429, 5.75881, 3.18397], [4.51510, 4.94015, 2.05350], [4.00749, 3.61491, 2.25093], [4.37282, 2.83438, 1.00793], [5.80577, 2.44027, 1.10193], [6.19517, 1.53496, 0.02732], [7.72578, 1.36970, 0.09938], [8.27593, 0.84586, -1.11298], [8.02210, -0.49426, -1.53422], [4.73350, 5.43970, 4.13819], [3.23803, 5.84191, 3.33518], [4.64162, 6.77625, 2.97006], [2.92015, 3.53989, 2.23874], [4.27079, 3.14538, 3.19873], [3.94416, 3.36044, 0.15492], [3.86166, 1.87473, 1.08463], [6.29058, 3.32620, 1.08766], [5.89955, 1.88301, -0.96241], [5.64038, 0.61288, 0.20076], [7.97321, 0.74774, 0.95964], [8.24463, 2.28464, 0.38535], [8.60859, -1.23169, -0.98620], [8.42929, -0.58081, -2.54159], [6.97107, -0.77852, -1.58544], [-4.39148, -4.64672, -7.94736], [-4.00908, -5.24185, -6.73001], [-4.43423, -6.57443, -6.53626], [-4.33951, -7.03356, -5.07732], [-5.05936, -6.13809, -4.19104], [-4.74696, -6.41489, -2.80350], [-5.19917, -5.30135, -1.75852], [-4.44274, -4.07003, -1.78782], [-3.27284, -4.09213, -0.96538], [-4.19811, -3.57524, -7.89590], [-5.41254, -4.89185, -8.23965], [-3.71517, -5.01545, -8.71858], [-3.74635, -7.27543, -7.00906], [-5.44450, -6.79405, -6.88154], [-3.27608, -6.92112, -4.86622], [-4.63196, -8.06461, -4.87855], [-4.67527, -5.25473, -4.49475], [-3.67202, -6.58931, -2.75688], [-5.32966, -7.31363, -2.60143], [-5.25066, -5.81781, -0.80003], [-6.23943, -4.98266, -1.82480], [-2.80326, -3.10847, -0.96913], [-2.53871, -4.82273, -1.30504], [-3.58189, -4.19360, 0.07495], [1.00041, 9.86817, 4.64952], [0.80465, 9.13329, 3.44923], [1.86169, 8.30235, 3.10502], [1.74440, 7.71000, 1.64110], [0.81819, 6.56560, 1.69408], [-0.62797, 7.02965, 1.90714], [-1.52394, 5.73300, 1.88836], [-1.28538, 4.78115, 2.89908], [-1.95101, 3.53727, 2.65830], [1.85465, 10.54414, 4.61143], [1.18166, 9.22922, 5.51380], [0.10811, 10.42364, 4.93825], [1.78877, 7.52811, 3.86879], [2.76559, 8.91013, 3.14599], [2.73962, 7.48510, 1.25764], [1.47295, 8.40125, 0.84324], [1.00487, 5.98056, 2.49595], [-0.92492, 7.72785, 1.12456], [-0.86611, 7.63062, 2.78477], [-1.32879, 5.26702, 0.92250], [-2.56775, 6.02454, 1.77190], [-1.99973, 2.94242, 3.57038], [-1.48841, 2.99363, 1.83456], [-2.98902, 3.64047, 2.34212], [-2.13012, 0.07601, -7.01187], [-1.73261, 0.66660, -8.00159], [-3.02229, -0.87152, -7.00565], [-1.79222, 0.27874, -5.78865], [-3.59644, -0.78337, -6.17940], [-3.38400, -1.32441, -7.83278], [-2.24473, -0.10875, -4.97306], [-0.94656, 0.80011, -5.60669], [1.19715, 4.81558, 5.30778], [2.22262, 4.76403, 5.90717], [0.79341, 3.91118, 4.39636], [0.23921, 5.74108, 5.39924], [1.20516, 2.99127, 4.46204], [-0.16175, 4.03905, 4.09400], [-0.57842, 5.71405, 4.80692], [0.29722, 6.33547, 6.21376], [-4.31664, -1.24802, -3.72254], [-4.43916, -0.29053, -4.41664], [-3.11721, -1.65256, -3.25664], [-5.19752, -2.12745, -3.58704], [-2.36624, -0.97848, -3.29864], [-3.41398, -2.29641, -2.53727], [-6.07124, -1.94081, -4.05806], [-5.11749, -2.96865, -3.03379], [1.73884, -2.55162, -6.44513], [1.95088, -3.73062, -6.32500], [1.84605, -1.68056, -5.48477], [1.44487, -2.00605, -7.57191], [2.32725, -1.96302, -4.64288], [1.74605, -0.70112, -5.71015], [1.40907, -2.50876, -8.44717], [1.30660, -1.00694, -7.51938], [3.82266, -0.61608, -2.82026], [3.36060, -1.71629, -3.00104], [3.82749, -0.09455, -1.66929], [4.60426, 0.02117, -3.64560], [3.50088, -0.72358, -0.94975], [4.00348, 0.88209, -1.48144], [4.89035, 0.95543, -3.38989], [4.58685, -0.31118, -4.59920], [2.82397, -4.37563, 1.88042], [2.33852, -5.20380, 1.15195], [2.76749, -3.08451, 1.64505], [3.44960, -4.70333, 2.99278], [3.12687, -2.44678, 2.34093], [2.21624, -2.68992, 0.89637], [4.11578, -4.03272, 3.34858], [3.24580, -5.56822, 3.47293], [2.49765, -5.33482, -2.36806], [2.31651, -5.36670, -3.61938], [2.30457, -6.29739, -1.57144], [2.71196, -4.27457, -1.67301], [2.13035, -6.34394, -0.57767], [2.23688, -7.20038, -2.01880], [2.87299, -3.41341, -2.17559], [2.67694, -4.34401, -0.66601], [-1.04845, -4.85729, -4.62345], [-0.43482, -5.60967, -5.39729], [-0.44630, -4.19783, -3.62843], [-2.26868, -4.48349, -4.63484], [0.56083, -4.23806, -3.56374], [-0.98715, -3.62489, -2.99651], [-2.64586, -3.83199, -3.96153], [-2.77694, -4.69391, -5.48190], [1.20075, 4.60425, -1.20817], [1.23847, 4.06341, -2.30760], [1.02176, 3.91010, -0.13316], [1.48587, 5.85546, -1.10288], [0.89976, 4.35605, 0.76480], [0.88134, 2.92090, -0.28105], [1.13863, 6.28146, -0.25550], [1.64515, 6.44680, -1.90602], [1.12423, 1.64529, -4.86065], [0.95062, 1.01532, -5.91550], [1.56287, 2.87364, -4.86583], [1.03437, 1.23962, -3.65258], [1.22749, 3.41841, -4.08426], [1.89961, 3.38295, -5.67037], [0.77371, 0.27758, -3.48935], [1.21492, 1.90471, -2.91423]]
}

***

3.
{
  "formula": "C6H5N5S4SbSn",
  "method": "the ωB97M-V functional and the def2-TZVPD basis",
  "homo_lumo_gap_ha": [0.168, 0.143],
  "lumo_energy_ev": [1.091, 0.710],
  "e_homo_ev": [-3.5, -3.2],
  "spin_multiplicity": 1,
  "total_energy_ev": -69451.181,
  "charge": -1,
  "species": ["Sn", "S", "Sb", "S", "S", "S", "N", "C", "N", "C", "N", "C", "C", "N", "C", "C", "N", "H", "H", "H", "H", "H"],
  "xyz": [[1.18769, -1.78653, -0.42811], [3.80581, 0.27967, 2.82499], [3.10820, -1.54482, 2.25740], [3.86174, -1.43105, -0.42210], [0.86146, -1.85353, 1.78251], [3.91110, -3.62349, 2.58669], [-3.64076, -1.11064, -0.64905], [-2.86045, -2.03949, -0.49244], [-1.39245, -1.36210, -0.66529], [-1.80324, -0.18987, -0.69566], [-3.07674, 0.27068, -0.46315], [-0.60569, 0.84267, -0.53608], [-1.08859, 2.40274, -0.52013], [-0.23795, 3.11758, -0.47718], [0.92230, 2.95284, -0.59608], [1.34717, 1.71666, -0.57721], [0.53129, 0.13428, -1.00685], [-4.54762, -1.26403, -0.58138], [-2.70295, -2.87848, -0.45231], [-1.98141, 2.38829, -0.22627], [1.83641, 3.67704, -0.24083], [2.56467, 1.30157, -0.42147]]
}